Here is a 9-piece molecular cluster, C66H144F4N9O11S4 overall from OMol25. Energies are from ωB97M-V/def2-TZVPD.

## Properties
LUMO level = -5.580 eV
net charge = +3
2S+1 = 1

Element x y z (Å)
N1 -29.116758 27.446279 4.819004
O1 -28.224719 27.248259 4.082390
O2 -30.274184 27.672101 4.484363
O3 -28.717648 27.324875 5.946215
C1 -26.005185 30.486417 15.532983
C2 -24.846789 30.719705 14.523434
C3 -25.235438 31.047315 13.069452
C4 -26.108379 30.025648 12.312250
N2 -26.493769 30.355632 10.799277
C5 -27.153177 29.228378 9.969644
C6 -26.319637 28.974997 8.655025
C7 -25.391547 30.138111 8.686930
C8 -25.134772 30.505303 10.086859
C9 -27.297686 31.633091 10.735805
C10 -28.643230 31.789598 11.383892
C11 -29.774018 32.142725 10.348775
H1 -26.386217 31.385165 16.017905
H2 -25.801756 29.773112 16.331673
H3 -26.929820 30.042890 15.163621
H4 -24.085071 29.940037 14.526264
H5 -24.309747 31.587206 14.907001
H6 -24.349773 31.324389 12.497687
H7 -25.884489 31.917322 13.169071
H8 -27.028611 29.917341 12.886305
H9 -25.711465 29.011484 12.357220
H10 -28.182028 29.465839 9.699127
H11 -27.330171 28.332615 10.564949
H12 -26.983654 28.791994 7.810221
H13 -25.686940 28.092558 8.750377
H14 -25.846784 30.920162 8.079268
H15 -24.402479 29.880024 8.308466
H16 -24.792189 31.540015 10.097424
H17 -24.305412 29.976819 10.556943
H18 -27.320076 31.899816 9.679175
H19 -26.638914 32.420291 11.102433
H20 -28.607196 32.533595 12.179687
H21 -28.917069 30.867903 11.897303
H22 -30.105397 31.222973 9.866763
H23 -29.514074 32.902537 9.611745
H24 -30.702954 32.452424 10.827583
C12 -25.413688 35.548944 3.036715
C13 -26.763263 35.003829 2.677103
C14 -26.879787 33.451194 2.578341
C15 -26.726963 32.631619 3.935572
N3 -27.382522 31.243314 3.960796
C16 -28.947149 31.363186 4.049337
C17 -29.357248 31.114088 5.521022
C18 -28.072356 31.133816 6.301359
C19 -27.053650 30.564860 5.302137
C20 -26.930276 30.305435 2.840044
C21 -25.406075 30.087860 2.699549
C22 -24.933873 29.705164 1.309362
H25 -24.668094 35.159602 2.343459
H26 -25.250260 35.530048 4.114225
H27 -25.303849 36.598223 2.762770
H28 -26.850351 35.243068 1.617264
H29 -27.590287 35.466409 3.215769
H30 -26.060700 33.168407 1.917103
H31 -27.843817 33.168258 2.155616
H32 -27.172627 33.151752 4.783477
H33 -25.665450 32.590041 4.179630
H34 -29.275011 30.646812 3.296073
H35 -29.411404 32.218034 3.557604
H36 -29.876723 30.174896 5.711179
H37 -30.024323 31.932527 5.791736
H38 -28.279284 30.441969 7.117843
H39 -27.883942 32.049286 6.862180
H40 -27.200869 29.484878 5.293183
H41 -25.983831 30.736143 5.421499
H42 -27.171031 30.915858 1.969694
H43 -27.459350 29.354390 2.779246
H44 -25.173100 29.280235 3.393497
H45 -24.812905 30.973032 2.929154
H46 -25.626601 28.941047 0.956714
H47 -23.938995 29.269421 1.217504
H48 -25.056138 30.562009 0.646819
C23 -23.963871 23.072090 10.918081
C24 -25.216917 23.749385 10.193418
C25 -24.989961 24.534325 8.900333
C26 -24.767654 23.659751 7.609246
N4 -24.915759 24.521655 6.316356
C27 -26.430856 24.744424 6.049904
C28 -26.859486 24.101716 4.707004
C29 -25.465201 23.948847 4.016697
C30 -24.441761 23.690289 5.129214
C31 -24.134829 25.887404 6.439611
C32 -23.833703 26.617561 5.092009
C33 -23.456862 28.153215 5.267171
H49 -23.680171 22.051397 10.661577
H50 -23.989793 23.287826 11.986198
H51 -23.127957 23.769358 10.861769
H52 -25.575644 24.523285 10.872014
H53 -26.071110 23.072557 10.212429
H54 -24.119016 25.179581 9.015228
H55 -25.809343 25.225476 8.702819
H56 -25.502006 22.856709 7.546450
H57 -23.810030 23.139179 7.616627
H58 -26.395819 25.831012 5.971209
H59 -26.997393 24.427972 6.925692
H60 -27.556286 24.707921 4.128131
H61 -27.214458 23.071195 4.696289
H62 -25.414339 24.927639 3.539747
H63 -25.408533 23.259047 3.174638
H64 -23.467253 24.035978 4.784335
H65 -24.116326 22.688271 5.408754
H66 -23.196120 25.469131 6.802892
H67 -24.353292 26.618787 7.217716
H68 -24.716969 26.587672 4.454009
H69 -23.146576 26.068043 4.448602
H70 -22.544144 28.182038 5.862343
H71 -24.201907 28.823066 5.696488
H72 -23.082611 28.687718 4.394046
C34 -29.720730 24.921620 10.173128
C35 -29.457522 26.252864 9.388607
C36 -30.453603 26.466216 8.347104
C37 -31.890917 26.046281 8.666454
N5 -33.038796 26.902754 8.022179
C38 -34.517075 26.357662 8.307696
C39 -34.601982 25.184219 7.312708
C40 -33.948295 25.629962 6.028557
C41 -33.000049 26.830227 6.440309
C42 -32.965685 28.389266 8.522716
C43 -33.023181 28.457059 10.042047
C44 -33.234369 29.924699 10.599239
H73 -28.906956 24.629645 10.836923
H74 -29.831984 24.052394 9.524936
H75 -30.669136 24.867297 10.707618
H76 -28.443642 26.479938 9.059086
H77 -29.540192 27.026103 10.152384
H78 -30.088047 25.805676 7.560870
H79 -30.253343 27.506827 8.091919
H80 -32.100573 26.098868 9.734810
H81 -32.040509 25.004554 8.382704
H82 -35.295982 27.058729 8.007821
H83 -34.770066 26.239879 9.361365
H84 -35.672021 25.065413 7.142413
H85 -34.374152 24.138813 7.520821
H86 -34.737471 25.930600 5.339400
H87 -33.286762 24.953348 5.487569
H88 -33.292676 27.850813 6.193547
H89 -31.968097 26.562243 6.213665
H90 -33.781878 28.891973 8.003860
H91 -32.083699 28.915547 8.157713
H92 -32.160341 28.093476 10.600093
H93 -33.843620 27.876246 10.463510
H94 -32.911141 30.135304 11.618684
H95 -34.236967 30.269014 10.345597
H96 -32.583988 30.517194 9.955763
C45 -27.684831 21.659738 -2.566565
C46 -27.873360 23.071964 -3.166755
C47 -27.762975 24.118982 -2.042202
C48 -28.836050 24.069898 -0.948846
N6 -28.734389 25.217992 0.146905
C49 -28.776523 26.640163 -0.506801
C50 -27.848469 27.560596 0.404232
C51 -26.796520 26.492675 0.811735
C52 -27.417675 25.047285 0.844372
C53 -29.935738 25.162141 1.131653
C54 -30.095141 23.882106 1.960011
C55 -31.066528 24.055260 3.096644
H97 -26.965988 21.743682 -1.751513
H98 -27.335141 20.935507 -3.302294
H99 -28.591420 21.416040 -2.012670
H100 -28.863805 23.125932 -3.618653
H101 -27.153918 23.230842 -3.970037
H102 -27.884603 25.088729 -2.524809
H103 -26.724969 23.993380 -1.734206
H104 -28.757099 23.170336 -0.338386
H105 -29.869193 23.960397 -1.278574
H106 -29.774537 27.075324 -0.558565
H107 -28.498511 26.637171 -1.560753
H108 -28.486029 27.885937 1.226285
H109 -27.521232 28.456210 -0.123864
H110 -26.271325 26.587174 1.762164
H111 -26.092755 26.458399 -0.019919
H112 -27.502455 24.657113 1.858617
H113 -26.746681 24.332815 0.367524
H114 -30.848855 25.215668 0.538833
H115 -29.712575 26.012012 1.776661
H116 -29.207591 23.372195 2.334636
H117 -30.404671 23.019319 1.370186
H118 -30.786657 24.790101 3.851485
H119 -31.258396 23.126226 3.633462
H120 -32.073339 24.287442 2.749503
C56 -35.275976 30.161061 -3.441267
C57 -35.716823 28.867095 -2.695171
C58 -34.797915 28.363448 -1.588725
C59 -35.066230 28.709019 -0.081240
N7 -34.104147 28.040918 0.961065
C60 -34.443886 28.531085 2.362946
C61 -33.289849 29.292864 2.930588
C62 -32.510541 29.770316 1.691553
C63 -32.673135 28.593435 0.777974
C64 -34.190309 26.488960 0.902485
C65 -35.676370 25.950051 1.008228
C66 -35.824228 24.329199 0.954061
H121 -34.362792 29.931485 -3.990347
H122 -35.285522 31.052258 -2.813751
H123 -36.002989 30.407869 -4.214981
H124 -35.785553 28.025173 -3.384028
H125 -36.733319 28.885926 -2.302130
H126 -33.817073 28.711808 -1.912276
H127 -34.775704 27.274529 -1.545561
H128 -36.049740 28.383904 0.258035
H129 -35.101749 29.795644 -0.003275
H130 -34.820215 27.787629 3.065615
H131 -35.273267 29.233470 2.280040
H132 -32.529666 28.750067 3.492368
H133 -33.554366 30.069265 3.648445
H134 -31.446401 29.846843 1.914841
H135 -32.940412 30.644435 1.202434
H136 -32.041647 27.732842 0.998666
H137 -32.427641 28.778586 -0.267756
H138 -33.495202 26.114731 1.654068
H139 -33.639998 26.304933 -0.020230
H140 -36.306956 26.369575 0.224353
H141 -35.984637 26.193358 2.025026
H142 -35.086090 23.903873 0.274107
H143 -36.794737 23.933875 0.654169
H144 -35.628941 23.887966 1.931436
N8 -35.711470 28.935733 5.791731
S1 -35.622144 30.299761 6.181729
O4 -35.891008 30.695554 7.612824
O5 -35.990271 31.305596 5.214487
F1 -34.043160 30.438273 6.081370
S2 -37.261418 28.602603 6.335336
O6 -38.330186 29.366616 5.686450
O7 -37.377017 28.141531 7.708018
F2 -37.446133 27.157218 5.627268
N9 -30.421751 20.718920 6.587039
S3 -31.442196 21.087684 7.496452
O8 -32.531400 21.915895 7.000864
O9 -31.109193 21.198308 8.878735
F3 -32.219991 19.663718 7.485493
S4 -29.421776 22.110998 6.644034
O10 -27.989678 21.980179 6.892942
O11 -30.014601 23.402599 7.050217
F4 -29.346662 22.285081 4.974564

Atomic forces in eV per Å
-1.093 -0.469 1.872
4.085 -0.481 -8.132
-1.197 0.565 -0.340
-1.342 0.770 6.206
-0.629 -0.510 -0.005
-0.244 -0.288 0.404
-0.965 0.556 -0.456
-0.813 -0.834 0.426
1.335 -0.809 1.273
-0.716 -0.861 -0.028
-0.257 -0.989 2.098
0.717 0.078 -2.116
-0.518 1.769 0.394
1.610 1.362 -0.954
-1.408 -0.350 -0.266
-0.012 -0.739 0.808
0.490 0.272 -0.097
0.711 0.216 0.037
0.035 -0.095 -0.826
-0.289 -0.377 0.145
0.072 0.119 -0.263
0.041 0.005 0.077
0.200 0.453 -0.250
-0.319 0.234 -0.360
0.386 0.025 -0.620
0.085 0.804 0.122
0.661 0.036 0.288
0.151 0.409 -0.092
-0.350 -0.395 0.274
0.402 0.514 0.218
-0.109 0.162 -0.700
-0.332 0.178 0.431
-0.649 -0.644 0.240
-0.361 -0.361 -0.258
0.225 -0.237 0.359
0.171 0.088 -0.151
-0.183 -0.133 -0.014
0.327 -0.068 -0.486
0.228 -0.069 0.098
0.254 0.321 0.331
0.168 0.802 0.079
-0.441 -0.812 -1.140
0.138 -0.451 1.764
-0.054 0.905 -0.752
-0.378 -0.929 1.039
0.090 -1.229 -1.260
-0.556 1.030 -1.187
0.220 -0.682 1.115
0.190 0.947 0.356
0.804 2.024 -1.784
0.354 -0.247 1.198
-1.491 -0.453 -0.538
0.432 -0.782 0.737
0.739 -0.472 -0.133
-0.642 0.280 0.188
-0.617 0.394 -0.045
0.030 -0.095 0.066
-0.182 -0.398 -0.152
0.032 0.182 -0.306
-0.287 0.105 -0.169
-0.040 -0.596 -0.033
-0.142 -0.867 0.629
0.944 0.910 0.603
-0.004 -0.054 -0.560
-0.045 -0.152 0.248
0.588 -0.375 0.021
0.443 0.425 -0.772
-0.248 -0.082 -0.735
-0.089 0.153 0.522
-0.464 -0.282 -0.371
-0.284 0.205 0.728
0.444 0.126 0.157
-0.264 0.103 0.649
0.117 -0.138 -0.358
0.032 0.372 0.388
0.275 -0.044 -0.154
-0.386 2.104 -0.246
0.625 -0.211 1.406
0.523 -1.054 -1.310
-0.281 0.945 0.700
-0.544 -0.601 0.609
0.058 0.813 -0.224
1.782 -1.475 -0.007
-1.016 0.672 -0.232
1.022 1.313 -1.024
2.099 -1.376 -1.104
-1.402 1.096 -0.371
1.208 -1.168 0.253
-0.205 0.254 0.070
-1.094 -1.180 0.382
0.628 -0.170 -1.337
0.167 0.103 0.320
0.087 -0.227 -0.701
0.203 -0.086 0.205
-0.386 -0.180 0.092
-0.329 0.239 -0.205
0.296 0.476 -0.141
-1.101 -0.017 -0.149
0.037 0.011 -0.187
0.132 0.240 0.295
-0.572 0.315 1.103
1.296 0.166 0.093
-0.126 -0.428 0.381
0.050 0.580 0.208
-1.322 -0.320 0.214
0.409 0.251 -0.049
-1.371 -0.543 -0.024
-0.463 0.157 0.253
0.589 0.264 0.509
-0.135 0.135 0.608
-0.295 -0.507 0.269
-0.406 -0.596 -0.625
0.896 -0.581 -0.772
-0.097 -0.962 3.868
-0.283 0.133 -1.898
-1.307 0.618 0.356
-0.418 0.685 -0.033
1.467 -0.867 -0.647
-1.609 -0.977 0.314
0.974 1.965 -0.281
-0.193 -0.593 1.782
-0.020 -1.054 -0.040
-0.818 1.067 1.881
0.460 -0.459 -2.105
-0.065 0.313 0.266
0.243 0.087 -0.540
0.179 0.684 0.303
0.201 -0.901 -0.564
-0.400 0.399 0.411
-0.383 0.454 -0.640
-0.919 0.054 -0.812
-0.001 0.069 -0.075
-0.180 0.075 -0.240
0.691 0.736 -0.461
0.796 -0.660 0.025
-0.207 0.196 -0.198
0.908 0.305 0.989
0.210 0.413 -0.129
-0.371 -0.605 0.443
0.039 -0.314 -0.707
-0.068 0.617 -0.278
-0.338 -0.067 0.470
0.359 -0.540 -0.167
0.443 -0.274 -0.688
-0.139 -0.197 -0.346
-0.398 -0.523 0.025
-0.051 0.020 0.480
0.151 0.516 0.044
0.004 1.107 0.415
-0.829 -1.010 0.582
-0.357 0.695 -1.076
0.322 -0.645 1.326
-1.189 -0.671 -2.023
0.604 0.856 0.620
-1.367 -2.393 -0.123
0.413 -0.581 -0.264
0.458 1.822 0.357
1.151 -1.033 0.079
0.587 -1.195 -0.175
-1.048 -0.105 0.575
0.573 -0.219 -0.169
-0.437 -0.138 0.285
-0.195 -0.693 -0.523
-0.039 0.057 -0.190
0.105 0.401 0.283
0.404 0.108 -0.071
-0.144 0.404 0.740
0.424 -0.060 0.117
0.002 0.836 -0.496
-0.322 -0.659 0.514
0.597 -0.492 0.325
0.231 -0.036 0.316
0.358 -0.388 -0.106
0.034 0.691 -0.138
0.412 0.184 0.223
-0.731 0.329 -0.031
-0.422 0.180 -0.477
0.163 0.687 -0.092
-0.590 0.120 0.144
0.738 0.956 0.383
-0.733 0.349 -0.644
0.209 0.146 -0.151
0.491 -0.130 -0.048
-0.073 0.452 -0.286
-1.022 -1.002 0.126
-0.873 -0.080 0.188
0.870 -0.618 1.427
-0.361 0.156 -0.697
-0.133 0.869 -0.065
-1.419 0.672 0.786
1.850 0.715 0.134
-0.451 -0.424 0.170
-0.062 -1.625 -1.006
-0.236 0.597 -0.880
1.107 -1.829 0.255
1.077 1.145 0.060
0.314 0.496 0.370
0.646 -0.143 0.145
-0.152 -0.238 -0.030
0.205 0.216 -0.390
-0.206 0.576 -0.031
0.399 -0.156 0.459
0.022 -0.156 -0.704
-0.005 -0.054 -0.324
0.620 0.032 0.731
0.205 -0.529 -0.516
-0.095 -0.036 -0.233
-0.367 -0.908 0.075
-0.523 0.172 -0.399
-0.068 0.557 -0.079
0.266 0.241 0.223
0.234 0.104 0.679
-0.627 0.219 -0.100
-0.421 0.111 0.528
-0.569 -0.539 -0.398
0.068 0.115 0.310
-0.518 0.477 -0.305
-0.009 0.014 -0.144
-0.103 0.671 -0.109
0.108 0.211 0.079
-3.360 -8.630 -0.891
1.706 13.463 4.387
0.522 -1.845 -3.487
-0.314 -0.936 0.235
1.593 -0.344 0.199
-4.143 -3.291 -0.287
2.796 -0.840 1.537
0.886 1.520 -1.480
0.889 0.625 -0.459
10.255 1.540 -5.753
-12.724 -0.378 7.117
1.453 0.332 0.129
0.860 0.902 0.286
0.725 0.304 -0.219
1.106 1.416 -2.905
-2.053 -0.717 0.447
0.853 -2.740 -0.476
-0.363 -0.221 1.285